(1)
A structure of composition FH2O3PS in a non-equilibrium geometry, computed with the ωB97M-V functional and the def2-TZVPD basis.

Computed properties:
Total charge: 0
Relative energy (zero: lowest compared OMol25 entry of this formula, charge and spin) in kJ/mol: 175.73
HOMO energy in eV: -11.3
Frontier orbital gap in Eh: 0.391

XYZ file:
```
8
Properties=species:S:1:pos:R:3:forces:R:3
O 0.524 3.447 -2.178 0.4 4.0 -1.0
O -0.138 1.131 -2.647 -1.0 0.8 -0.9
O 0.116 1.951 -0.373 -1.4 -2.4 0.5
F 1.945 1.490 -1.736 -0.3 1.1 -0.1
P -0.593 0.148 -0.198 -0.4 1.7 0.1
S 0.466 2.129 -1.837 1.7 -4.8 0.4
H 0.019 -0.398 -1.323 0.0 -0.3 -0.1
H 0.480 -0.254 0.536 0.9 -0.2 1.1
```
Positions in Å, forces in eV/Å.

=====

(2)
A structure of composition FH2OZn in a non-equilibrium geometry, computed with the ωB97M-V functional and the def2-TZVPD basis.

Computed properties:
Total charge: +1
HOMO energy in eV: -17.7
Frontier orbital gap in Eh: 0.340

XYZ file:
```
5
Properties=species:S:1:pos:R:3:forces:R:3
H 0.473 -0.868 0.114 3.0 -1.0 2.2
F 1.429 -0.839 0.835 -4.4 1.4 -3.1
Zn 0.399 1.086 0.457 0.6 0.0 0.5
O -0.692 0.182 -0.633 1.1 -0.2 0.4
H -1.608 0.439 -0.773 -0.3 -0.2 0.1
```
Positions in Å, forces in eV/Å.

=====

(3)
A cluster of 2 separate species, FH2PS in total, computed with the ωB97M-V functional and the def2-TZVPD basis.

Computed properties:
Total charge: 0
Relative energy (zero: lowest compared OMol25 entry of this formula, charge and spin) in kJ/mol: 284.51
HOMO energy (spin up / spin down) in eV: -10.4 / -8.6
Frontier orbital gap (spin up / spin down) in Eh: 0.346 / 0.217

XYZ file:
```
5
Properties=species:S:1:pos:R:3:forces:R:3
F -2.057 1.905 0.884 0.3 0.3 0.2
P -0.550 1.330 0.703 -0.5 0.5 0.2
S 1.256 -2.024 -1.001 -0.1 0.0 0.0
H -1.041 0.233 0.015 0.1 -0.8 -0.4
H 2.392 -1.444 -0.600 0.1 0.1 0.0
```
Positions in Å, forces in eV/Å.

=====

(4)
A structure of composition FH2PS3 in a non-equilibrium geometry, computed with the ωB97M-V functional and the def2-TZVPD basis.

Computed properties:
Total charge: 0
Relative energy (zero: lowest compared OMol25 entry of this formula, charge and spin) in kJ/mol: 332.54
HOMO energy (spin up / spin down) in eV: -9.5 / -9.0
Frontier orbital gap (spin up / spin down) in Eh: 0.252 / 0.245

XYZ file:
```
7
Properties=species:S:1:pos:R:3:forces:R:3
F -0.197 0.037 1.791 -0.2 -0.5 1.7
P -0.098 0.106 0.243 -0.4 -0.5 -1.1
S -2.833 -0.656 0.512 0.7 0.3 -0.3
S 0.941 -1.689 -0.272 -0.5 0.8 -0.1
S 1.366 1.663 0.335 -0.4 -0.2 0.3
H -0.115 -2.000 -1.053 0.2 -0.2 0.2
H 0.897 1.813 1.610 0.5 0.3 -0.6
```
Positions in Å, forces in eV/Å.

=====

(5)
A cluster of 2 separate species, FH3N2O2S in total in a non-equilibrium geometry, computed with the ωB97M-V functional and the def2-TZVPD basis.

Computed properties:
Total charge: 0
Relative energy (zero: lowest compared OMol25 entry of this formula, charge and spin) in kJ/mol: 130.36
HOMO energy in eV: -9.8
Frontier orbital gap in Eh: 0.375

XYZ file:
```
9
Properties=species:S:1:pos:R:3:forces:R:3
N 1.619 -0.603 -0.083 -0.7 -1.4 -3.3
N 1.355 0.353 0.565 0.2 3.1 3.3
O -2.890 -0.677 -0.710 -0.1 0.8 0.0
O -1.138 1.083 -1.254 1.6 -0.4 2.7
F -1.183 -0.223 1.040 -0.6 0.5 -0.9
S -1.491 -0.433 -0.597 1.3 0.0 -0.4
H -0.241 1.408 -0.795 -2.4 -1.1 -1.2
H 2.185 -1.340 0.258 1.2 -0.9 1.4
H 1.784 0.433 1.575 -0.6 -0.5 -1.5
```
Positions in Å, forces in eV/Å.

=====

(6)
A structure of composition FH3N2OS in a non-equilibrium geometry, computed with the ωB97M-V functional and the def2-TZVPD basis.

Computed properties:
Total charge: 0
Relative energy (zero: lowest compared OMol25 entry of this formula, charge and spin) in kJ/mol: 147.68
HOMO energy in eV: -11.2
Frontier orbital gap in Eh: 0.381

XYZ file:
```
8
Properties=species:S:1:pos:R:3:forces:R:3
N -0.492 -0.521 1.503 0.6 0.0 -0.5
N 0.593 -0.055 -0.844 -0.8 0.2 -0.3
O -1.654 -1.491 -0.562 1.8 1.9 0.6
F -1.985 1.263 -0.084 2.2 -2.8 -0.2
S -0.788 -0.494 0.041 -1.5 2.0 0.6
H 0.328 -0.073 1.989 -1.3 -0.5 -1.3
H 0.876 0.886 -0.603 -0.1 0.2 1.0
H 0.569 0.058 -1.863 -0.9 -0.9 0.1
```
Positions in Å, forces in eV/Å.

=====

(7)
A cluster of 2 separate species, FH3N2OS in total in a non-equilibrium geometry, computed with the ωB97M-V functional and the def2-TZVPD basis.

Computed properties:
Total charge: 0
Relative energy (zero: lowest compared OMol25 entry of this formula, charge and spin) in kJ/mol: 43.38
HOMO energy in eV: -11.5
Frontier orbital gap in Eh: 0.410

XYZ file:
```
8
Properties=species:S:1:pos:R:3:forces:R:3
N -1.386 -1.499 0.007 -0.6 1.1 0.0
N 0.142 0.624 -0.077 -0.8 -0.8 -0.1
O -2.439 0.786 0.158 0.1 -0.1 -0.2
F 3.114 0.140 0.073 -0.7 0.2 -0.1
S -1.256 0.003 0.005 1.4 -0.5 0.3
H -0.503 -1.979 -0.080 0.4 0.0 -0.1
H 2.187 0.291 -0.030 0.5 -0.2 0.1
H 0.141 1.633 -0.058 -0.3 0.3 0.0
```
Positions in Å, forces in eV/Å.

=====

(8)
A cluster of 2 separate species, FH3NOP in total in a non-equilibrium geometry, computed with the ωB97M-V functional and the def2-TZVPD basis.

Computed properties:
Total charge: 0
Relative energy (zero: lowest compared OMol25 entry of this formula, charge and spin) in kJ/mol: 143.34
HOMO energy in eV: -10.6
Frontier orbital gap in Eh: 0.388

XYZ file:
```
7
Properties=species:S:1:pos:R:3:forces:R:3
N 0.898 -0.721 0.416 -1.2 -0.9 0.5
O 0.167 1.544 -0.267 -2.4 1.0 -2.2
F -1.918 -0.482 -0.266 2.4 1.7 1.4
P -0.227 0.463 0.829 -1.4 -2.7 -1.9
H 0.541 -1.638 0.748 0.5 0.8 0.2
H 1.169 -0.902 -0.551 -0.1 0.7 0.1
H -0.631 1.738 -0.909 2.1 -0.5 1.8
```
Positions in Å, forces in eV/Å.